Record 1
Computed, not measured: an isolated molecule of C25H28F3N3O3 at a distorted geometry, with the ωB97M-V functional and the def2-TZVPD basis.

Lowest unoccupied orbital energy ... 0.0053 hartree
Orbital gap ... 8.4 eV
DFT total energy ... -1658.96442 a.u.
HOMO level ... -8.3 eV
SMILES ... COc1ccc([C@@H](/C=C/N2[C@H](Cc3ccccc3)C(=O)N(C)C2(C)C)NC(=O)C(F)(F)F)cc1
Relative energy (zero: lowest compared OMol25 entry of this formula, charge and spin) ... 28.7 kcal per mole

Each line ends with the Mulliken charge.
Positions of all 62 atoms, in Å:
C1 8.28818 1.12116 2.47150  -0.814
O1 7.81900 -0.23799 2.70790  -0.432
C2 6.47824 -0.44945 2.78661  0.860
C3 6.02374 -1.77329 3.03540  -0.831
C4 4.66672 -2.03013 3.02337  -0.235
C5 3.71241 -1.03484 2.83012  0.162
C6 2.26430 -1.53199 2.58179  0.199
C7 1.28035 -0.39754 2.87149  -0.131
C8 -0.02028 -0.54925 3.19174  0.066
N1 -0.96662 0.44655 3.25860  0.572
C9 -2.38975 0.14873 3.49149  0.140
C10 -2.95311 -0.74651 2.36989  -0.577
C11 -4.44202 -1.00330 2.51651  0.461
C12 -5.32206 -0.60197 1.50414  -0.350
C13 -6.70652 -0.72100 1.67305  -0.614
C14 -7.21425 -1.29969 2.84895  -0.374
C15 -6.33572 -1.73438 3.85624  -0.723
C16 -4.95074 -1.59353 3.68082  -0.158
C17 -3.01777 1.53107 3.46433  0.223
O2 -4.20173 1.82162 3.70411  -0.738
N2 -2.02319 2.43714 3.22944  0.308
C18 -2.29725 3.85004 3.14242  -0.994
C19 -0.67868 1.89112 3.12296  0.120
C20 0.18106 2.44162 4.27567  -1.562
C21 -0.08791 2.20042 1.74148  -1.487
N3 2.26248 -2.61687 1.39486  -0.188
C22 3.08135 -3.64250 0.99248  0.095
O3 3.15196 -4.77836 1.45635  -0.578
C23 3.87405 -3.41408 -0.35942  0.837
F1 3.19772 -4.04064 -1.35856  -0.258
F2 4.00061 -2.11407 -0.72758  -0.256
F3 5.12271 -3.96243 -0.28100  -0.257
C24 4.17001 0.29042 2.71310  -0.636
C25 5.53393 0.60622 2.74975  -0.635
H1 9.37230 1.00744 2.40477  0.239
H2 7.88810 1.53180 1.53079  0.349
H3 8.02472 1.77740 3.31469  0.325
H4 6.76537 -2.57666 3.09605  0.392
H5 4.35471 -3.04777 3.27342  0.407
H6 2.01808 -2.35325 3.33541  0.326
H7 1.66110 0.61976 2.96710  -0.653
H8 -0.43488 -1.55537 3.32139  0.535
H9 -2.56752 -0.33422 4.48091  0.206
H10 -2.76689 -0.26589 1.38334  0.250
H11 -2.41997 -1.71755 2.40660  0.397
H12 -4.90789 -0.16361 0.59254  0.314
H13 -7.38753 -0.38072 0.88309  0.352
H14 -8.29535 -1.37228 3.00230  0.353
H15 -6.72092 -2.19697 4.77405  0.353
H16 -4.25061 -1.93324 4.45017  0.344
H17 -3.37680 4.01305 3.19919  0.375
H18 -1.81895 4.38970 3.96964  0.299
H19 -1.92195 4.26100 2.19680  0.308
H20 -0.37665 2.34594 5.22088  0.372
H21 1.12644 1.90035 4.36419  0.303
H22 0.38680 3.50192 4.07721  0.463
H23 -0.81702 1.91247 0.96752  0.339
H24 0.10701 3.27610 1.68612  0.473
H25 0.84286 1.65144 1.57603  0.400
H26 1.31322 -2.98571 1.52430  0.397
H27 3.47520 1.12945 2.63279  0.211
H28 5.85028 1.65518 2.63149  0.352

Record 2
Computed, not measured: a cluster of 5 separate species, C25H28F4N2O14S in total at a distorted geometry, with the ωB97M-V functional and the def2-TZVPD basis.

Lowest unoccupied orbital energy ... -0.0062 hartree
Orbital gap ... 9.0 eV
DFT total energy ... -2929.98866 a.u.
HOMO level ... -9.2 eV
SMILES ... CCCCc1nc2ccccc2nc1C[SH](=O)=O.O=C1OC[C@@H](F)O1.O=C1OC[C@@H](F)O1.O=C1OC[C@@H](F)O1.O=C1OC[C@@H](F)O1
Relative energy (zero: lowest compared OMol25 entry of this formula, charge and spin) ... 0.0 kcal per mole

Each line ends with the Mulliken charge.
Positions of all 74 atoms, in Å:
C1 4.73406 -2.26764 -0.74808  -1.206
C2 3.75491 -2.96731 -1.72432  -0.474
C3 2.61116 -3.63059 -0.91260  -0.799
C4 1.20837 -3.52928 -1.60759  -1.070
C5 0.19914 -3.14430 -0.54167  1.115
N1 -0.52183 -4.10061 -0.03144  -0.694
C6 -1.36954 -3.66522 0.95577  0.348
C7 -2.18329 -4.60226 1.61335  -0.343
C8 -3.02556 -4.25094 2.59940  -0.621
C9 -3.09904 -2.89792 3.00086  -0.476
C10 -2.32360 -1.98818 2.39447  -0.590
C11 -1.44829 -2.34397 1.36407  -0.306
N2 -0.70384 -1.35372 0.78988  0.032
C12 0.09691 -1.77193 -0.13714  0.220
C13 0.96158 -0.71132 -0.78411  0.462
S1 0.22378 -0.23156 -2.37141  0.856
O1 -1.04046 -0.89849 -2.50227  -0.532
O2 0.11204 1.19697 -2.46960  -0.620
H1 4.42434 -1.24158 -0.51230  0.207
H2 4.78206 -2.80826 0.20133  0.272
H3 5.73178 -2.19038 -1.16674  0.563
H4 3.38865 -2.23087 -2.44341  0.257
H5 4.32586 -3.76962 -2.19756  0.433
H6 2.85316 -4.66357 -0.65895  0.489
H7 2.52539 -3.10562 0.04784  0.442
H8 0.93559 -4.53468 -1.93060  0.502
H9 1.21517 -2.83685 -2.44788  0.287
H10 -2.10984 -5.64506 1.32243  0.435
H11 -3.63812 -5.01427 3.06438  0.397
H12 -3.74593 -2.56616 3.80476  0.450
H13 -2.36178 -0.94878 2.69710  0.444
H14 1.02022 0.16027 -0.13108  -0.076
H15 1.98831 -1.05387 -0.94650  -0.547
H16 1.09396 -0.72642 -3.30523  0.152
O3 0.12969 1.32894 3.13422  -0.506
C14 0.22110 2.15487 2.28981  0.525
O4 -0.09094 1.96213 0.98374  -0.157
C15 0.02605 3.23116 0.32024  -0.147
C16 0.97397 3.96993 1.22718  0.299
F1 0.72092 5.30090 1.24113  -0.296
O5 0.66856 3.42972 2.50160  -0.369
H17 -0.95014 3.70236 0.26711  0.168
H18 0.41266 3.10934 -0.68966  0.279
H19 2.03223 3.80761 1.00832  0.284
O6 7.34307 -0.80465 -0.53332  -0.467
C17 7.28052 -0.08777 0.40677  0.632
O7 6.40922 -0.24482 1.43732  -0.296
C18 6.73754 0.72997 2.43157  -0.418
C19 7.45361 1.77842 1.61790  0.317
F2 8.41405 2.40198 2.34109  -0.287
O8 8.06763 1.01120 0.59833  -0.313
H20 7.38687 0.27934 3.18347  0.273
H21 5.84223 1.10963 2.91826  0.264
H22 6.79880 2.52610 1.16596  0.276
O9 -5.96719 0.75581 2.16295  -0.542
C20 -5.50086 0.39106 1.13766  0.591
O10 -4.23664 -0.07011 0.98501  -0.102
C21 -4.10360 -0.53747 -0.36169  -0.079
C22 -5.18523 0.23489 -1.06685  0.637
F3 -5.71769 -0.46872 -2.09795  -0.333
O11 -6.16769 0.38857 -0.05898  -0.338
H23 -4.27424 -1.61527 -0.39123  0.174
H24 -3.10998 -0.32698 -0.75400  -0.091
H25 -4.87285 1.21826 -1.42359  0.066
O12 -2.26274 4.77662 -1.00352  -0.504
C23 -3.36644 4.69340 -1.42916  0.597
O13 -4.31164 3.83560 -0.96346  -0.299
C24 -5.53868 4.14351 -1.63623  -0.345
C25 -5.04572 4.81750 -2.89167  0.292
F4 -5.91132 5.76519 -3.32146  -0.299
O14 -3.85301 5.44496 -2.45466  -0.327
H26 -6.13586 4.81315 -1.01615  0.269
H27 -6.11315 3.24217 -1.83794  0.268
H28 -4.81843 4.13548 -3.71326  0.299

Record 3
Computed, not measured: a structure of composition C25H28N3O3SSe2W at a distorted geometry, with the ωB97M-V functional and the def2-TZVPD basis.

Lowest unoccupied orbital energy (spin up / spin down) ... -0.1136 / -0.1451 hartree
<S²> ... 2.0211
Net charge ... +1
Multiplicity ... 3
Orbital gap (spin up / spin down) ... 6.9 / 6.3 eV
DFT total energy ... -6627.35539 a.u.
HOMO level (spin up / spin down) ... -10.0 / -10.2 eV
Relative energy (zero: lowest compared OMol25 entry of this formula, charge and spin) ... 46.3 kcal per mole

Each line ends with the Löwdin spin population.
Positions of all 63 atoms, in Å:
W1 -0.91007 -0.10292 -0.47771  1.237
O1 -0.60621 1.50464 0.69293  0.099
C1 0.40535 2.35811 0.65502  0.010
C2 0.94270 2.85904 1.84414  0.008
C3 1.96556 3.78526 1.79394  0.006
C4 2.46347 4.26292 0.57681  0.010
C5 1.91737 3.79698 -0.59738  0.003
C6 0.89945 2.83364 -0.57679  0.011
C7 0.25990 2.44906 -1.81432  0.016
N1 -0.59969 1.50234 -1.94785  -0.010
C8 -1.39487 1.42768 -3.17287  0.002
C9 -2.75320 0.79611 -2.81537  0.008
N2 -2.72134 0.11115 -1.52154  0.132
C10 -3.06977 0.82085 -0.43770  0.130
C11 -3.42975 0.12080 0.79154  0.034
C12 -4.29198 0.65207 1.75502  0.039
C13 -4.75576 -0.13445 2.78891  0.003
C14 -4.37274 -1.47459 2.86793  0.051
C15 -3.47620 -2.01420 1.96164  -0.005
C16 -2.97057 -1.20945 0.95061  0.056
O2 -1.97311 -1.63207 0.15738  0.043
H1 0.53772 2.50678 2.78314  0.000
H2 2.38135 4.15989 2.72076  0.000
H3 3.24757 5.00628 0.56037  0.000
H4 2.26397 4.17852 -1.55152  0.000
H5 0.49674 3.05638 -2.69011  0.000
H6 -0.87963 0.81596 -3.91209  0.000
H7 -1.53470 2.42682 -3.58435  0.000
H8 -3.01380 0.05161 -3.56527  0.005
H9 -3.53895 1.55340 -2.79960  -0.001
H10 -3.40231 1.84888 -0.57728  0.003
H11 -4.62659 1.67840 1.65801  0.001
H12 -5.43705 0.28003 3.51846  -0.001
H13 -4.77076 -2.09974 3.65677  0.003
H14 -3.14053 -3.04060 2.03056  -0.001
C17 -0.45863 -2.06853 3.86735  0.000
Se1 -0.13750 -0.59984 2.64145  0.002
C18 1.76868 -0.97970 2.40992  0.001
C19 2.08616 -2.37515 1.86159  0.000
Se2 0.76030 -3.03383 0.58414  0.009
C20 1.89139 -4.26518 -0.40035  0.004
H15 0.26318 -1.99626 4.67774  0.000
H16 -0.38398 -3.02751 3.36000  0.000
H17 -1.46271 -1.93914 4.26326  0.000
H18 2.22532 -0.86777 3.39264  0.000
H19 2.13280 -0.18567 1.76233  0.000
H20 2.12232 -3.08546 2.68559  0.000
H21 3.05418 -2.37939 1.36020  0.000
H22 2.82422 -3.78198 -0.68704  0.000
H23 1.33400 -4.53293 -1.29578  0.000
H24 2.09676 -5.16144 0.17861  0.001
O3 1.11990 -0.04341 -0.50021  0.035
N3 1.79992 -0.21110 -1.64896  0.007
C21 3.04433 0.31547 -1.67679  -0.002
C22 3.82621 0.16205 -2.78376  0.003
C23 3.31072 -0.56018 -3.86877  -0.002
C24 2.05228 -1.09718 -3.80251  0.003
C25 1.25034 -0.92491 -2.65717  0.002
S1 -0.32498 -1.56009 -2.48752  0.044
H25 3.33104 0.84166 -0.77859  0.000
H26 4.81834 0.58648 -2.79857  0.000
H27 3.90823 -0.69882 -4.75967  0.000
H28 1.63558 -1.66578 -4.62131  0.000

Record 4
Computed, not measured: an isolated molecule of C25H28N4O2, with the ωB97M-V functional and the def2-TZVPD basis.

Lowest unoccupied orbital energy ... 0.0171 hartree
Orbital gap ... 8.8 eV
DFT total energy ... -1338.93768 a.u.
HOMO level ... -8.4 eV
SMILES ... C=CCOc1ccccc1CN1CCC(n2nccc2NC(=O)c2ccccc2)CC1
Relative energy (zero: lowest compared OMol25 entry of this formula, charge and spin) ... 52.8 kcal per mole

Each line ends with the Mulliken charge.
Positions of all 59 atoms, in Å:
C1 2.09450 -0.01685 3.57114  -0.299
C2 3.22644 0.39022 4.11213  -0.234
C3 4.45042 0.74274 3.31110  -0.679
O1 4.37484 0.34196 1.96306  -0.387
C4 4.40505 -0.98472 1.65801  0.837
C5 4.83422 -1.99082 2.51463  -0.877
C6 4.89866 -3.30230 2.07376  -0.696
C7 4.53816 -3.62774 0.78091  -0.717
C8 4.08093 -2.63136 -0.06704  -0.302
C9 3.99999 -1.31732 0.35503  0.571
C10 3.41251 -0.23455 -0.50793  -1.503
N1 2.08429 0.10081 -0.00929  0.929
C11 1.64799 1.43073 -0.37671  -1.043
C12 0.36473 1.78055 0.36986  -0.743
C13 -0.73075 0.77083 0.02921  -0.285
N2 -1.92306 1.05222 0.79275  1.194
N3 -1.82207 1.27866 2.10737  -1.329
C14 -3.04989 1.45958 2.54668  -0.454
C15 -3.98629 1.34196 1.51385  -0.856
C16 -3.22225 1.07059 0.39558  0.623
N4 -3.59333 0.83642 -0.91859  0.048
C17 -4.85984 0.97909 -1.42135  0.485
O2 -5.80613 1.34700 -0.76126  -0.619
C18 -4.96398 0.65904 -2.87485  0.374
C19 -5.90671 1.35825 -3.62356  -0.456
C20 -6.05652 1.10427 -4.97368  -0.539
C21 -5.27722 0.13643 -5.58637  -0.367
C22 -4.35507 -0.58147 -4.84287  -0.674
C23 -4.19449 -0.32266 -3.49321  -0.348
C24 -0.21866 -0.63839 0.33869  -0.545
C25 1.09981 -0.89203 -0.38436  -0.867
H1 1.22908 -0.24687 4.16792  0.379
H2 1.99796 -0.12466 2.50275  -0.182
H3 3.33933 0.51743 5.18041  0.372
H4 4.55070 1.83436 3.26781  0.439
H5 5.35492 0.34944 3.79701  0.371
H6 5.11589 -1.76752 3.53148  0.299
H7 5.23670 -4.07137 2.75253  0.388
H8 4.59759 -4.64912 0.43697  0.389
H9 3.77902 -2.87967 -1.07519  0.411
H10 4.03630 0.65772 -0.43002  0.465
H11 3.38505 -0.55462 -1.56379  0.464
H12 2.43130 2.13743 -0.09555  0.478
H13 1.47866 1.51936 -1.46858  0.364
H14 0.54120 1.74358 1.44413  0.302
H15 0.04094 2.78848 0.10506  0.380
H16 -0.96946 0.85224 -1.03971  -0.072
H17 -3.22669 1.66620 3.58312  0.450
H18 -5.04922 1.43895 1.55540  0.499
H19 -2.85560 0.59003 -1.56187  0.087
H20 -6.51212 2.09976 -3.12471  0.417
H21 -6.78424 1.65699 -5.54866  0.383
H22 -5.39450 -0.06666 -6.64044  0.383
H23 -3.76082 -1.34982 -5.31543  0.389
H24 -3.49354 -0.91672 -2.92229  0.523
H25 -0.06805 -0.71348 1.41541  0.236
H26 -0.95577 -1.38733 0.04001  0.310
H27 1.48330 -1.87639 -0.10616  0.456
H28 0.92577 -0.88888 -1.48025  0.377

> What is the DFT total energy in the first record?

-1658.96442 a.u.

> Which value of DFT total energy does entry 3 give?

-6627.35539 a.u.

> What is the formula in the first record?

C25H28F3N3O3